(1)
The following is a DFT calculation (ωB97M-V/def2-TZVPD) of a molecular structure, Ca2IZn.

The geometry in XYZ format:
```
4
Properties=species:S:1:pos:R:3:lowdin_charge:R:1
Ca 7.637 -2.919 6.160 1.688
Ca 10.453 -4.432 1.667 1.723
Zn 6.086 -4.270 3.084 1.398
I 8.537 -3.433 3.513 1.191
```

Values from the calculation:
E_HOMO (alpha / beta) = -1.5252 / -1.5144 Ha
2S+1 = 2
Net charge = +6
⟨S²⟩ = 0.75

---

(2)
The following is a DFT calculation (ωB97M-V/def2-TZVPD) of 2 unconnected molecules or ions with the total composition C11H28ClN3O9P3S.

The geometry in XYZ format:
```
56
Properties=species:S:1:pos:R:3:lowdin_charge:R:1
C -4.101 1.827 4.099 -0.128
O -3.055 2.173 3.227 -0.192
C -2.216 1.070 2.900 -0.237
C -0.861 1.606 2.458 -0.159
C -0.829 2.019 0.975 -0.155
C 0.265 1.379 0.117 -0.455
O 0.285 -0.023 0.376 -0.192
C 0.811 -0.946 -0.591 -0.544
C 0.294 -2.339 -0.197 -0.159
C 0.300 -2.680 1.297 -0.229
C -0.949 -2.184 2.030 -0.585
Cl -1.917 -3.515 2.749 0.518
C 0.411 -0.656 -2.059 -0.447
N 0.799 -1.758 -2.927 0.037
P -1.371 -0.287 -2.501 0.250
O -1.608 -1.182 -3.801 -0.200
O -1.277 1.215 -3.114 -0.219
S -2.774 -0.480 -1.196 0.325
P 2.746 -0.823 -0.625 0.929
C 3.124 -0.661 1.166 -0.296
O 3.193 -2.423 -0.790 -0.336
P 1.971 2.124 0.284 0.875
N 1.535 3.730 -0.134 -0.176
O 2.124 2.150 1.945 -0.311
H -4.535 0.849 3.855 0.088
H -3.753 1.800 5.140 0.085
H -4.881 2.583 4.002 0.083
H -2.688 0.500 2.090 0.115
H -2.112 0.420 3.779 0.118
H -0.681 2.487 3.084 0.112
H -0.071 0.894 2.691 0.097
H -0.751 3.104 0.874 0.096
H -1.782 1.755 0.513 0.084
H 0.016 1.599 -0.928 0.086
H -0.738 -2.420 -0.555 0.093
H 0.858 -3.098 -0.735 0.100
H 1.184 -2.301 1.803 0.087
H 0.348 -3.768 1.393 0.095
H -1.604 -1.630 1.360 0.029
H -0.695 -1.535 2.865 0.053
H 0.963 0.253 -2.365 0.092
H 1.581 -2.281 -2.562 0.044
H 1.049 -1.337 -3.826 0.036
H -1.731 -0.669 -4.607 0.081
H -0.385 1.427 -3.413 0.072
H 2.245 -0.501 1.787 0.020
H 3.666 -1.552 1.487 0.043
H 3.768 0.214 1.290 0.007
H 3.499 -2.569 -1.690 0.039
H 0.941 4.194 0.545 0.025
H 2.375 4.288 -0.241 0.023
H 2.063 3.040 2.301 0.045
N 1.237 -1.281 -6.417 -0.623
O 0.074 -1.622 -6.682 -0.057
O 1.449 -0.531 -5.417 -0.127
O 2.193 -1.653 -7.111 -0.053
```

Values from the calculation:
E_HOMO = -0.1956 Ha
Net charge = -1

---

(3)
The following is a DFT calculation (ωB97M-V/def2-TZVPD) of a molecular structure, C20H23MgPSe2.

The geometry in XYZ format:
```
47
Properties=species:S:1:pos:R:3:lowdin_charge:R:1
C 0.203 1.063 -1.727 -0.565
C -2.708 0.978 -2.222 -0.400
C -0.220 -0.092 -2.661 -0.471
H 1.295 1.083 -1.644 0.038
C -2.814 0.468 -3.531 -0.322
H -3.518 0.755 -1.512 0.090
H 0.353 -1.015 -2.477 0.048
H -3.773 0.110 -3.925 0.072
C -0.330 0.277 -4.135 -0.249
H -0.120 -0.639 -4.710 0.101
H 0.433 1.012 -4.433 0.096
C -0.482 2.363 -2.098 -0.245
H -0.203 2.639 -3.127 0.112
H -0.100 3.167 -1.452 0.099
C -2.017 2.311 -1.946 -0.253
H -2.441 3.081 -2.609 0.111
H -2.276 2.617 -0.923 0.090
C -1.748 0.804 -4.565 -0.215
H -1.679 1.887 -4.772 0.101
H -2.020 0.323 -5.519 0.102
Mg -2.044 -0.913 -2.336 0.562
H 1.446 2.174 -0.521 -0.149
Se 2.249 1.757 0.736 0.584
P 0.818 0.088 1.274 0.472
Se -0.875 0.295 -0.179 0.800
C 1.544 -1.571 1.159 -0.390
C 1.225 -2.545 2.129 -0.079
C 1.739 -3.838 2.001 -0.078
C 2.540 -4.173 0.904 -0.078
C 2.838 -3.211 -0.070 -0.072
C 2.347 -1.910 0.055 -0.094
C 0.328 0.390 2.987 -0.430
C -1.026 0.453 3.361 -0.091
C -1.359 0.679 4.699 -0.072
C -0.354 0.859 5.657 -0.074
C 0.994 0.806 5.281 -0.074
C 1.341 0.570 3.951 -0.107
H 0.587 -2.284 2.977 0.106
H 1.510 -4.585 2.763 0.106
H 2.932 -5.187 0.805 0.106
H 3.456 -3.477 -0.929 0.109
H 2.587 -1.147 -0.689 0.099
H -1.804 0.328 2.604 0.077
H -2.408 0.718 4.995 0.108
H -0.620 1.045 6.698 0.107
H 1.779 0.947 6.025 0.108
H 2.392 0.538 3.652 0.103
```

Values from the calculation:
E_HOMO (alpha / beta) = -0.1621 / -0.1616 Ha
Energy relative to the best compared isomer or geometry (same formula, charge and spin) = 119.3 kJ/mol

---

| no. | strongest force on any atom (eV/A) |
| --- | --- |
| 1 | 6.568 |
| 2 | 0.717 |
| 3 | 3.380 |